Here is C5H6N as an isolated structure from the Open Molecules 2025 dataset. Energies are from the ωB97M-V functional and the def2-TZVPD basis.

Results
highest occupied orbital energy (spin up / spin down): -14.1 / -14.1 eV
gap between HOMO and LUMO (spin up / spin down): 8.356 / 8.356 eV
total energy: -248.3170 Ha
total charge: +1
energy relative to the best compared isomer or geometry (same formula, charge and spin): 784.2 kJ/mol
largest force on an atom: 4.946 eV Å⁻¹

Geometry (Å):
1 C 1.372984 0.047319 0.393105
2 C 0.576022 0.504794 2.132058
3 C 0.189743 0.905414 -1.586233
4 C -0.479780 -0.547935 1.647969
5 C 0.218703 -0.869151 0.296828
6 N 0.392277 0.305597 -0.518550
7 H 2.366873 0.100680 0.177176
8 H -0.727920 0.621544 -2.134405
9 H 0.852964 1.603919 -1.941276
10 H -0.444636 -1.335928 2.398259
11 H -1.527436 -0.077870 1.502386
12 H 0.168538 -1.752061 -0.240339

Cartesian forces, eV/Å:
C -1.5970 1.5851 4.4042
C 0.4633 -1.2270 -3.0114
C -3.1922 -1.3692 -1.2800
C -0.0200 1.9054 -1.7516
C -1.4058 0.1492 1.9448
N 0.0341 0.0982 1.0640
H 2.5604 -0.2505 -0.5709
H 0.6427 0.4156 0.1311
H 1.5050 1.6673 -0.7093
H -0.3744 -0.2438 0.0166
H 1.4728 -0.9330 0.7082
H -0.0890 -1.7973 -0.9456